ORCA calculation (the ωB97M-V functional and the def2-TZVPD basis) on C12H31FeO5 as an isolated structure at a distorted geometry.

The geometry in ORCA input format:
```
! RIJCOSX wB97M-V def2-TZVPD def2/J DEFGRID3
* xyz -2 6
Fe -0.57 -0.09 1.19
C 0.85 3.29 2.80
C -0.66 2.93 2.68
O -0.98 1.60 2.52
H 1.00 4.37 2.84
H 1.46 3.05 1.93
H 1.29 2.74 3.63
H -0.97 3.47 1.79
H -1.16 3.44 3.51
C 2.98 -0.47 1.15
C 2.33 -0.79 2.44
O 0.92 -0.98 2.42
H 4.06 -0.53 1.01
H 2.73 0.52 0.76
H 2.73 -1.05 0.26
H 2.77 -0.04 3.09
H 2.68 -1.78 2.73
C -3.31 0.31 -1.36
C -3.76 0.10 0.09
O -2.72 -0.28 1.00
H -2.90 1.31 -1.56
H -4.20 0.42 -1.98
H -2.78 -0.53 -1.81
H -4.57 -0.63 0.06
H -4.13 1.02 0.54
C 0.52 -4.24 -0.11
C -0.03 -2.97 -0.78
C -0.76 -3.15 -2.08
O -0.51 -2.03 0.20
H 1.35 -4.58 -0.73
H -0.25 -5.00 -0.04
H 0.90 -4.14 0.90
H 0.87 -2.42 -1.04
H -1.30 -2.29 -2.47
H -1.59 -3.86 -2.09
H 0.05 -3.41 -2.77
H -1.39 -2.39 0.35
C 1.53 0.71 -2.49
C 0.87 1.39 -1.16
C 0.38 2.83 -1.52
O -0.23 0.59 -0.84
H 2.36 1.36 -2.74
H 0.83 0.68 -3.33
H 1.78 -0.29 -2.13
H 1.53 1.43 -0.30
H -0.60 2.90 -2.00
H 1.07 3.37 -2.17
H 0.28 3.58 -0.73
H -0.73 0.51 -1.66
*
```

The calculation puts the max |F| at 0.06597 Eh/bohr. Its molar mass is 311.22 g mol⁻¹. The LUMO energy (alpha / beta) comes out at 5.33 / 5.52 eV. The HOMO-LUMO gap (alpha / beta) comes out at 2.39 / 6.76 eV.